# 1
84
Properties=species:S:1:pos:R:3:forces:R:3 method="wB97M-V/def2-TZVPD" charge=+1 orbital_gap_ev=9.138
N 2.031 -3.556 2.846 -0.640 0.533 0.186
C 1.299 -2.281 3.099 -0.258 -1.604 -0.263
C -0.223 -2.591 3.240 0.854 1.581 0.972
C -1.119 -1.765 4.201 -1.376 -1.401 -0.173
C -2.544 -2.071 3.560 -0.303 0.850 -1.312
Cl -3.476 -0.560 3.081 0.442 -0.123 0.562
C -2.273 -2.737 2.161 0.574 -1.284 0.921
N -0.880 -2.247 1.944 -1.079 0.415 0.452
H 1.799 -4.143 3.642 0.439 -0.194 0.081
H 1.575 -4.037 2.073 0.215 0.003 -0.203
H 1.737 -1.849 4.001 -0.277 0.261 -0.169
H 1.420 -1.650 2.209 0.194 0.273 0.506
H -0.423 -3.627 3.529 0.318 -0.043 -0.664
H -1.148 -2.259 5.175 0.351 0.391 0.020
H -0.916 -0.700 4.341 0.140 -0.177 -0.238
H -3.242 -2.617 4.189 0.305 -0.094 -0.058
H -2.995 -2.558 1.367 0.251 0.555 0.139
H -2.121 -3.825 2.205 -0.408 0.164 0.224
H -0.935 -1.222 2.023 0.453 0.177 -1.103
H -0.407 -2.510 1.084 -0.011 -0.269 -0.032
C 0.098 0.675 -0.325 -0.185 0.432 -0.305
O 0.268 0.172 0.793 -0.058 -0.426 0.144
N 0.957 0.474 -1.354 0.190 -0.414 0.067
N -0.953 1.480 -0.604 -0.388 0.012 0.080
H 0.836 0.892 -2.259 -0.122 0.282 0.098
H 1.755 -0.110 -1.184 0.051 0.034 0.035
H -1.602 1.657 0.140 0.000 -0.047 0.052
H -1.109 1.911 -1.514 0.362 -0.036 0.295
C 0.696 5.976 0.226 0.107 0.377 0.083
O 0.918 7.100 0.647 -0.078 -0.262 -0.065
N 0.527 5.707 -1.101 -0.096 -0.067 -0.223
N 0.599 4.891 1.050 -0.090 -0.196 0.180
H 0.343 4.789 -1.463 0.013 -0.107 -0.025
H 0.595 6.478 -1.737 0.031 0.057 0.019
H 0.721 5.050 2.032 0.064 0.043 0.049
H 0.420 3.959 0.726 0.026 0.007 -0.074
C -1.522 -5.732 -0.423 -0.135 -0.014 -0.184
O -0.691 -5.296 0.378 -0.071 0.300 0.113
N -2.093 -6.957 -0.277 0.101 -0.066 0.194
N -1.927 -5.033 -1.513 -0.114 0.237 0.344
H -2.765 -7.336 -0.916 0.027 0.029 -0.084
H -1.814 -7.503 0.517 0.008 -0.034 0.009
H -1.517 -4.131 -1.658 0.067 0.004 -0.108
H -2.593 -5.376 -2.182 0.211 -0.128 -0.172
C -0.319 -6.105 -4.454 -0.118 -0.119 0.032
O -1.516 -6.269 -4.255 0.091 0.087 0.000
N 0.625 -6.398 -3.516 -0.027 0.021 0.137
N 0.163 -5.617 -5.633 -0.059 0.156 -0.085
H 1.609 -6.276 -3.657 0.023 -0.020 -0.044
H 0.302 -6.761 -2.639 0.004 -0.026 0.025
H -0.506 -5.397 -6.345 -0.030 -0.053 -0.036
H 1.137 -5.478 -5.822 0.038 -0.057 0.017
C -0.500 3.386 -4.013 0.050 0.190 -0.534
O -0.302 2.866 -2.904 0.015 -0.001 -0.213
N 0.309 3.175 -5.074 0.035 -0.007 0.483
N -1.551 4.213 -4.241 -0.074 -0.061 0.341
H 0.163 3.582 -5.982 -0.099 -0.262 -0.126
H 1.096 2.570 -4.939 0.094 0.031 -0.055
H -2.172 4.395 -3.475 -0.027 0.053 -0.002
H -1.734 4.646 -5.127 0.055 -0.034 -0.058
C -0.505 1.332 -8.311 -0.014 0.111 -0.101
O -0.268 2.453 -7.879 -0.005 -0.045 -0.016
N -0.668 1.085 -9.639 0.018 0.103 -0.048
N -0.626 0.246 -7.495 0.047 -0.037 0.177
H -0.863 0.179 -10.017 -0.010 -0.039 0.015
H -0.585 1.864 -10.264 0.005 0.023 -0.018
H -0.514 0.399 -6.511 -0.029 0.026 0.033
H -0.821 -0.679 -7.824 -0.020 -0.010 -0.058
C 1.742 1.141 5.869 -0.026 0.095 0.337
O 0.748 0.523 6.245 0.068 -0.014 -0.247
N 2.170 1.094 4.575 -0.022 -0.127 -0.304
N 2.487 1.917 6.692 -0.021 -0.341 0.183
H 2.972 1.587 4.229 -0.010 0.098 0.065
H 1.633 0.532 3.945 0.020 0.057 -0.123
H 2.197 1.982 7.649 -0.025 -0.001 0.041
H 3.293 2.434 6.392 -0.163 0.241 -0.101
C 2.068 5.461 5.748 0.141 -0.014 0.009
O 2.966 4.642 5.609 -0.017 0.070 -0.054
N 2.284 6.699 6.273 0.089 -0.002 0.074
N 0.779 5.196 5.388 -0.103 -0.116 -0.161
H 1.565 7.385 6.395 -0.041 0.003 -0.031
H 3.222 6.923 6.546 0.038 0.012 -0.012
H 0.589 4.291 5.003 -0.005 -0.069 0.073
H 0.026 5.849 5.491 0.008 0.048 0.019

# 2
93
Properties=species:S:1:pos:R:3:forces:R:3 method="wB97M-V/def2-TZVPD" multiplicity=5 charge=-2 orbital_gap_ev="3.595 / 3.691" s_squared=6.016
Fe -3.282 0.529 -0.327 -0.208 -0.668 -2.615
O -1.652 0.920 -1.809 0.625 -0.680 2.266
C -0.486 0.678 -1.087 -2.089 -0.037 0.198
C -0.607 -0.272 0.244 -0.036 0.224 -1.215
O -1.772 -0.085 1.013 -0.170 1.141 0.026
H -0.175 1.664 -0.744 0.800 1.145 1.285
H 0.349 0.427 -1.742 0.430 -1.003 -0.156
H 0.277 -0.154 0.870 0.669 0.599 0.338
H -0.499 -1.324 -0.022 -0.337 -0.336 -0.553
C -4.436 -0.820 -2.161 4.813 3.474 -2.846
O -3.931 -1.283 -3.193 -1.652 -2.951 -1.841
O -4.524 0.440 -2.084 -2.906 5.617 -0.574
O -4.166 -1.201 -1.024 0.462 -5.732 7.124
C 0.106 -4.790 0.370 -0.073 -1.856 -0.616
O 0.320 -4.134 -0.566 1.574 4.431 -5.141
N 0.048 -6.065 0.283 -0.251 -6.607 -0.597
N -0.105 -4.400 1.547 -0.417 3.863 6.170
H -0.144 -6.569 1.137 0.192 -0.493 -0.709
H 0.355 -6.529 -0.559 -0.358 0.059 0.336
H 0.290 -3.482 1.692 -0.550 0.215 0.659
H -0.141 -5.029 2.337 0.057 0.447 -0.186
C -1.006 4.245 -3.445 0.960 -1.782 -5.915
O -1.100 3.346 -4.244 -0.796 -0.610 -0.826
N -0.615 4.078 -2.247 0.827 -0.863 4.849
N -0.915 5.524 -3.799 -0.775 4.160 0.372
H -0.530 3.092 -2.044 -0.493 -0.225 1.212
H -0.595 4.910 -1.674 0.318 -1.198 0.749
H -0.979 6.051 -2.940 0.169 1.248 -1.016
H -0.800 5.989 -4.688 -0.440 -0.772 0.288
C 2.231 -2.055 4.044 -1.438 -1.513 2.735
O 2.269 -2.630 5.152 0.444 0.257 -0.887
N 3.295 -1.981 3.232 0.731 0.081 0.184
N 1.064 -1.558 3.599 -0.039 0.781 -1.560
H 3.250 -1.465 2.365 0.146 -0.592 -0.372
H 3.878 -2.792 3.383 0.354 0.560 -0.405
H 1.099 -1.212 2.651 -0.555 0.030 0.003
H 0.167 -1.661 4.051 0.429 -0.036 0.252
C 1.862 0.437 -4.403 -3.161 -1.157 -1.580
O 0.677 0.544 -4.597 0.308 0.539 0.133
N 2.596 1.174 -3.582 1.689 1.113 0.775
N 2.609 -0.517 -5.047 1.210 -0.515 -0.337
H 3.431 0.656 -3.350 -0.147 1.175 1.044
H 2.117 1.869 -3.027 0.368 -0.369 0.236
H 3.599 -0.477 -4.852 -0.165 -0.660 -0.491
H 2.156 -1.354 -5.385 -0.014 0.264 0.113
C -2.983 -2.540 3.669 -2.444 -3.520 -1.498
O -3.691 -3.356 4.251 -0.595 -1.254 -0.063
N -2.641 -2.447 2.419 -0.552 -2.058 -3.995
N -2.417 -1.612 4.282 3.206 5.960 6.275
H -2.302 -1.562 2.069 0.175 0.227 -0.867
H -3.102 -3.068 1.770 0.095 0.336 -0.189
H -2.679 -1.565 5.257 0.251 0.427 -0.070
H -2.054 -0.777 3.845 -0.146 -0.207 0.183
C -3.079 3.792 0.342 -1.131 -6.786 0.617
O -3.675 2.755 0.088 -0.774 -1.658 -1.153
N -3.779 4.825 0.550 -1.164 6.622 0.583
N -1.845 3.688 0.775 2.626 1.678 0.228
H -4.788 4.870 0.565 0.527 -0.325 -0.409
H -3.204 5.642 0.696 -0.969 0.542 0.204
H -1.485 2.748 0.862 0.318 0.131 -0.168
H -1.417 4.535 1.121 0.536 -0.737 0.252
C 3.491 2.263 1.230 -0.088 0.867 -1.078
O 4.593 1.699 1.177 -1.121 -1.518 0.234
N 3.541 3.579 1.395 0.754 2.863 0.846
N 2.221 1.829 1.046 1.469 -2.042 0.077
H 4.490 3.881 1.561 -0.348 0.417 -0.216
H 2.840 4.246 1.104 0.137 -0.350 0.209
H 2.241 0.856 0.776 -1.034 -0.166 -0.203
H 1.422 2.426 0.889 0.237 -0.313 -0.072
C -0.992 1.724 4.184 7.176 1.625 3.478
O -0.876 2.258 5.252 -0.809 2.128 3.502
N 0.136 1.376 3.587 3.173 -0.459 -1.616
N -1.986 1.394 3.586 -9.949 -2.348 -4.959
H 0.963 1.695 4.072 -0.063 -0.390 -0.400
H 0.185 0.965 2.666 0.090 0.077 0.155
H -2.915 1.702 3.835 0.316 -0.070 0.245
H -1.905 0.956 2.680 -0.147 -0.332 -0.943
C 3.171 -1.255 -0.637 -2.278 0.246 1.516
O 2.752 -1.453 0.473 -1.857 -0.985 2.718
N 2.653 -1.586 -1.785 -1.222 -2.313 -2.239
N 4.120 -0.428 -0.817 5.445 2.911 -1.377
H 1.681 -1.851 -1.865 0.245 -0.468 -0.439
H 3.370 -1.568 -2.495 -1.537 -0.370 -0.810
H 4.440 -0.444 -1.775 0.606 1.189 0.623
H 4.452 0.214 -0.112 0.436 -0.100 0.226
C -0.643 -2.542 -3.755 -3.855 4.718 -2.165
O -0.826 -1.805 -4.772 0.533 -2.731 2.120
N 0.223 -3.490 -3.613 5.175 -4.103 -0.257
N -1.291 -2.481 -2.571 -0.899 1.006 1.044
H 0.662 -4.046 -4.333 -0.161 0.747 -0.044
H 0.428 -3.736 -2.655 0.023 -0.709 -0.367
H -2.206 -2.074 -2.435 -0.376 0.850 -0.462
H -0.883 -2.966 -1.785 -0.532 -0.025 -0.184

# 3
76
Properties=species:S:1:pos:R:3:forces:R:3 method="wB97M-V/def2-TZVPD" multiplicity=2 charge=+1 orbital_gap_ev="9.149 / 2.860" s_squared=0.768
C 3.223 14.015 16.470 0.751 -1.502 0.301
C 4.502 13.099 16.236 -1.316 1.228 0.441
O 4.102 11.761 15.999 -0.994 -0.531 0.335
H 2.709 13.697 17.377 0.184 -0.454 0.311
H 2.445 13.878 15.719 0.352 0.622 -0.489
H 3.507 15.030 16.747 -0.016 0.126 -0.805
H 5.023 13.202 17.188 0.556 -0.282 -0.160
H 5.122 13.407 15.394 -0.056 0.421 0.168
H 4.807 11.225 15.629 0.207 0.140 -0.122
C -2.192 12.201 10.628 -0.200 -0.076 -0.987
C -1.066 11.482 11.377 -0.576 0.125 -0.481
O -1.624 10.718 12.446 0.461 -0.039 0.901
H -3.124 11.637 10.593 0.208 -0.566 0.388
H -1.925 12.232 9.571 0.177 0.404 -0.072
H -2.551 13.189 10.915 0.696 0.124 0.447
H -0.264 12.118 11.753 -0.340 0.402 0.323
H -0.521 10.840 10.686 -0.333 -0.279 -0.067
H -1.665 9.797 12.177 -0.032 -0.217 -0.202
C 5.312 7.686 13.295 0.693 0.219 0.589
C 3.902 8.164 13.305 -0.766 -0.224 -1.720
O 3.886 9.561 13.046 0.362 0.710 0.769
H 5.755 8.323 14.061 0.635 -0.342 0.205
H 5.898 7.849 12.391 -0.470 0.145 -0.218
H 5.414 6.633 13.559 -0.114 0.073 0.152
H 3.411 7.895 14.240 -0.024 0.127 0.206
H 3.308 7.778 12.476 -0.053 -0.820 0.157
H 3.049 9.886 13.387 -0.029 0.100 -0.089
C -4.077 9.724 14.802 -1.776 -0.562 -0.300
C -3.838 8.901 16.097 -0.165 1.511 -1.419
O -4.086 7.525 15.980 0.508 0.158 -0.236
H -3.503 9.488 13.906 0.583 -0.223 0.385
H -4.040 10.799 14.983 0.367 0.068 0.196
H -5.095 9.552 14.451 -0.279 0.004 0.018
H -4.461 9.335 16.879 0.295 0.042 0.132
H -2.801 9.208 16.227 0.499 -1.058 1.222
H -4.855 7.307 16.512 0.056 -0.039 0.003
C -0.845 14.743 14.011 -1.706 1.428 2.201
O -1.634 15.084 14.828 -3.959 1.163 2.583
N -0.461 15.414 13.020 0.928 4.600 -5.800
N -0.177 13.696 14.127 4.640 -8.001 1.097
H 0.280 15.050 12.438 -0.532 0.524 -0.321
H -1.159 16.035 12.637 0.594 0.363 -0.156
H 0.588 13.555 13.483 -0.184 -0.686 0.402
H -0.401 12.980 14.804 0.263 0.778 -0.079
C -2.415 12.370 17.244 -1.810 1.267 -1.614
O -1.192 12.346 17.341 2.929 -0.381 -0.455
N -3.105 13.135 16.421 0.052 1.512 -1.401
N -3.214 11.561 17.844 -0.683 -1.958 2.506
H -2.632 13.793 15.819 -0.099 0.717 -0.186
H -4.110 13.054 16.483 0.357 0.528 -0.577
H -2.731 11.039 18.560 -1.015 -1.065 0.650
H -4.191 11.821 17.847 0.225 -0.720 0.628
C -1.242 9.811 20.169 -1.931 0.233 -2.864
O -2.200 9.459 19.483 -0.799 -0.995 0.205
N -0.514 10.774 19.788 3.788 6.333 -3.848
N -0.762 9.344 21.234 -0.489 -4.666 5.155
H 0.270 11.177 20.283 -0.262 -0.372 0.091
H -0.625 11.135 18.851 -0.315 0.321 0.287
H -1.338 8.550 21.476 0.615 -0.177 1.402
H -0.084 9.801 21.827 -0.385 -0.504 -0.118
C 0.411 7.582 11.944 -1.974 -2.506 -0.971
O 0.050 6.886 11.029 0.178 -1.215 -1.427
N 0.900 8.764 11.832 1.815 4.737 -1.078
N 0.188 7.260 13.209 -0.540 -0.987 3.687
H 0.842 9.366 12.641 0.472 0.071 -0.595
H 1.070 9.158 10.918 -0.117 -0.233 0.223
H 0.036 6.307 13.506 -0.150 0.227 -0.428
H 0.429 7.922 13.933 0.230 -0.462 -0.117
C 0.745 10.505 15.159 2.087 -2.380 -2.216
O 1.289 9.854 14.286 0.167 0.486 0.194
N -0.513 10.807 15.220 -4.418 0.131 -1.532
N 1.245 10.862 16.296 2.398 0.989 2.895
H -1.146 10.466 14.511 -0.539 -0.046 -0.847
H -0.854 11.403 15.961 -0.770 0.779 1.202
H 2.222 10.667 16.463 0.653 0.244 0.391
H 0.647 11.338 16.956 0.236 0.390 0.556

# 4
86
Properties=species:S:1:pos:R:3:forces:R:3 method="wB97M-V/def2-TZVPD" charge=+1 orbital_gap_ev=8.491
C -2.096 -3.699 -1.921 0.107 0.256 0.016
C -2.666 -2.757 -0.889 0.183 -0.329 0.107
O -1.600 -2.214 -0.112 -0.022 0.255 -0.420
C -1.918 -1.012 0.586 -0.024 -0.078 0.337
C -1.093 0.151 0.131 0.026 0.364 0.417
O -1.446 0.668 -1.163 -0.152 -0.097 0.020
C -0.938 -0.053 -2.238 0.188 0.118 -0.261
P -2.247 -0.069 -3.517 0.010 -0.346 -0.239
H -1.402 -4.391 -1.451 -0.043 -0.145 0.009
H -1.530 -3.163 -2.687 0.011 0.026 -0.063
H -2.886 -4.275 -2.393 0.021 -0.131 -0.049
H -3.228 -1.947 -1.367 -0.115 0.074 0.081
H -3.345 -3.305 -0.232 -0.155 0.095 0.029
H -1.693 -1.157 1.647 -0.048 -0.064 0.062
H -2.979 -0.770 0.503 -0.084 -0.065 -0.082
H -0.024 -0.062 0.183 0.065 -0.087 -0.140
H -1.287 0.965 0.827 0.052 0.144 -0.061
H -0.089 0.453 -2.711 0.095 0.047 0.066
H -0.639 -1.075 -2.002 -0.099 -0.086 0.043
H -1.772 0.226 -4.798 -0.068 0.050 -0.081
H -2.924 -1.283 -3.607 -0.035 -0.067 0.078
H -3.203 0.881 -3.182 -0.029 0.116 0.018
C 0.123 -2.837 3.226 0.178 -0.071 0.040
O -0.689 -1.948 3.481 0.056 0.160 -0.093
N 0.975 -3.340 4.140 -0.384 -0.146 0.101
N 0.230 -3.354 1.956 0.038 0.292 0.065
H 1.685 -4.020 3.927 0.244 0.215 -0.001
H 0.940 -2.961 5.068 0.044 0.050 -0.008
H -0.396 -2.972 1.263 0.044 -0.282 -0.136
H 0.881 -4.077 1.712 -0.062 -0.082 0.064
C 1.128 1.961 3.551 -0.187 -0.096 0.125
O 1.625 3.084 3.464 0.039 -0.094 0.020
N -0.078 1.734 4.133 -0.115 0.179 0.038
N 1.747 0.854 3.064 -0.143 -0.142 -0.527
H -0.470 0.812 4.222 0.058 -0.039 -0.010
H -0.594 2.525 4.484 -0.086 0.029 -0.121
H 2.652 0.961 2.648 0.132 -0.006 0.241
H 1.348 -0.065 3.141 0.048 -0.012 0.191
C -2.049 2.614 -6.155 0.172 0.061 0.135
O -2.711 1.571 -6.137 -0.035 -0.107 -0.076
N -1.724 3.284 -7.268 -0.265 -0.138 0.139
N -1.591 3.112 -4.960 0.124 -0.100 -0.115
H -1.151 4.109 -7.298 0.106 -0.058 -0.112
H -2.042 2.907 -8.142 0.078 0.017 -0.056
H -1.909 2.595 -4.168 -0.005 0.366 0.313
H -1.006 3.916 -4.831 -0.063 0.062 -0.104
C 4.378 -2.820 3.010 0.050 0.214 -0.017
O 3.825 -3.573 3.794 -0.031 -0.238 -0.077
N 3.718 -2.271 1.938 0.027 -0.069 0.024
N 5.686 -2.468 3.139 -0.024 -0.131 -0.086
H 4.155 -1.654 1.281 0.034 0.011 0.022
H 2.749 -2.503 1.821 -0.023 0.050 0.025
H 6.184 -2.840 3.925 -0.015 0.030 0.036
H 6.154 -1.835 2.519 -0.032 0.065 0.033
C 4.705 1.933 5.378 0.056 0.109 -0.006
O 4.214 0.838 5.146 0.020 -0.065 -0.055
N 4.155 3.099 4.944 -0.025 -0.088 -0.042
N 5.869 2.056 6.098 -0.014 0.010 -0.062
H 4.576 3.990 5.123 0.008 -0.006 0.042
H 3.283 3.063 4.422 0.051 0.079 0.013
H 6.290 1.213 6.437 -0.018 -0.015 0.017
H 6.296 2.937 6.311 -0.023 0.013 0.021
C -3.290 -7.322 -1.105 -0.056 -0.123 -0.008
O -3.095 -6.719 -2.148 0.047 0.069 0.077
N -4.297 -8.233 -0.970 -0.004 0.042 0.022
N -2.518 -7.133 0.011 -0.068 0.048 -0.023
H -4.474 -8.743 -0.126 0.018 -0.009 0.004
H -4.875 -8.399 -1.771 0.004 -0.005 -0.017
H -1.756 -6.487 -0.057 0.031 -0.017 -0.014
H -2.664 -7.622 0.873 0.000 -0.021 -0.005
C 1.023 4.560 -9.831 0.047 0.055 -0.089
O 0.083 4.536 -9.045 -0.008 0.005 0.109
N 0.863 4.920 -11.133 -0.004 -0.034 0.031
N 2.292 4.231 -9.456 -0.058 -0.004 -0.012
H 1.615 4.949 -11.795 0.013 0.001 0.005
H -0.060 5.173 -11.432 -0.009 0.013 0.002
H 2.438 3.965 -8.501 0.005 0.003 0.015
H 3.074 4.248 -10.082 -0.002 0.013 -0.012
C -2.110 4.922 5.527 0.032 0.105 0.088
O -2.233 4.142 4.595 0.094 -0.176 0.003
N -1.707 6.212 5.345 -0.059 -0.034 0.001
N -2.367 4.560 6.820 0.012 0.006 -0.059
H -1.597 6.869 6.093 0.003 -0.009 0.016
H -1.500 6.499 4.407 0.026 -0.015 -0.014
H -2.670 3.619 6.983 -0.015 -0.010 -0.002
H -2.269 5.183 7.598 0.011 0.013 -0.003

Max |F| (hartree/bohr)
0.040, 0.221, 0.181, 0.011
E (eV)
-69922.732, -109098.965, -47514.814, -67833.751